Version P
87
Properties=species:S:1:pos:R:3:lowdin_charge:R:1 method="wB97M-V/def2-TZVPD" orbital_gap_ev=1.35
C -4.8294 -4.0649 -3.7798 -0.053
O -4.5585 -4.6606 -2.4914 -0.081
C -4.1606 -3.8406 -1.4890 -0.254
C -3.9495 -4.4275 -0.2140 0.002
C -3.5901 -3.6334 0.8478 -0.034
C -3.4421 -2.2308 0.7042 -0.224
C -3.0813 -1.4568 1.8670 0.007
C -3.4481 -0.1735 2.1132 -0.139
C -2.9403 0.6079 3.2804 -0.068
N -1.7746 -0.0491 3.9614 -0.067
C -0.5298 0.1534 3.4708 0.005
C 0.5511 -0.5408 3.9793 0.042
C 0.3384 -1.5168 4.9728 -0.184
N 1.3795 -2.2967 5.4613 -0.073
C 1.1416 -3.7327 5.6243 -0.120
C 2.1837 -4.3428 6.5520 -0.177
O 3.5128 -4.0108 6.1470 -0.128
C 3.7234 -2.5994 6.0753 -0.174
C 2.7464 -1.9111 5.1295 -0.143
C -0.9688 -1.6908 5.4780 0.039
C -2.0039 -0.9395 4.9592 -0.010
C -4.6030 0.4398 1.3400 -0.384
C -4.4047 1.8014 0.7310 0.005
O -5.6846 -0.1411 1.2300 0.102
C -3.5998 -1.6675 -0.5807 -0.007
C -3.9628 -2.4497 -1.6626 0.011
H -5.1610 -4.9136 -4.3736 0.092
H -5.6188 -3.3028 -3.7172 0.105
H -3.9241 -3.6192 -4.2144 0.096
H -4.0916 -5.5002 -0.1080 0.119
H -3.4372 -4.0645 1.8392 0.113
H -2.4692 -1.9786 2.6046 0.113
H -2.6121 1.6040 2.9631 0.133
H -3.7269 0.7186 4.0407 0.146
H -0.4374 0.8722 2.6531 0.155
H 1.5355 -0.3649 3.5485 0.119
H 0.1461 -3.9055 6.0399 0.115
H 1.2208 -4.2518 4.6468 0.146
H 1.9812 -4.0026 7.5852 0.133
H 2.1514 -5.4409 6.4983 0.137
H 3.6227 -2.1351 7.0748 0.133
H 4.7540 -2.4985 5.7055 0.137
H 2.9992 -2.1927 4.0901 0.141
H 2.8629 -0.8283 5.2510 0.133
H -1.1749 -2.4111 6.2673 0.123
H -3.0370 -1.0366 5.3018 0.155
H -3.3654 2.1383 0.7960 0.084
H -4.7025 1.7679 -0.3251 0.103
H -5.0611 2.5186 1.2390 0.087
H -3.4282 -0.6016 -0.7364 0.123
H -4.1121 -1.9938 -2.6429 0.114
C -9.3822 0.5575 1.6555 -0.084
C -8.7655 0.3352 0.3018 -0.243
O -8.8303 1.5645 -0.4601 -0.047
C -8.3189 1.4716 -1.7188 -0.530
C -8.2243 2.8212 -2.3072 -0.154
N -7.3770 3.0057 -3.2676 0.064
C -6.4675 3.9424 -3.4689 -0.219
C -5.8860 4.0511 -4.8116 -0.170
C -4.7282 4.8126 -5.0914 -0.065
C -4.2154 4.8722 -6.3888 -0.116
C -4.8105 4.1421 -7.4245 -0.133
C -5.9422 3.3595 -7.1509 -0.106
C -6.4694 3.3086 -5.8566 -0.042
C -6.0601 4.7900 -2.3264 -0.150
C -5.7106 6.1482 -2.4796 -0.055
C -5.4077 6.9304 -1.3605 -0.103
C -5.5138 6.3985 -0.0697 -0.124
C -5.9097 5.0655 0.0998 -0.108
C -6.1483 4.2669 -1.0179 -0.053
O -7.9353 0.4517 -2.2600 0.035
H -9.0951 -0.2918 2.2769 0.070
H -9.0367 1.4763 2.1345 0.074
H -10.4726 0.5875 1.5960 0.072
H -7.7131 0.0504 0.4289 0.086
H -9.3058 -0.4476 -0.2425 0.122
H -8.8633 3.5877 -1.8350 0.117
H -4.2391 5.3598 -4.2859 0.089
H -3.3434 5.4940 -6.5903 0.090
H -4.3933 4.1792 -8.4331 0.085
H -6.4187 2.7924 -7.9492 0.091
H -7.3491 2.7028 -5.6351 0.103
H -5.7055 6.5863 -3.4803 0.106
H -5.0913 7.9640 -1.5034 0.093
H -5.2853 7.0077 0.8059 0.086
H -6.0294 4.6285 1.0930 0.086
H -6.4257 3.2181 -0.8685 0.092

=====

Version Q
87
Properties=species:S:1:pos:R:3:lowdin_charge:R:1 method="wB97M-V/def2-TZVPD" orbital_gap_ev=2.15
C -6.3402 3.7114 -2.0565 -0.052
O -6.3656 2.2806 -2.2409 -0.083
C -5.6826 1.4884 -1.3784 -0.247
C -5.8161 0.0793 -1.5348 -0.006
C -5.2297 -0.7622 -0.6237 -0.042
C -4.4434 -0.2757 0.4608 -0.204
C -3.8250 -1.2437 1.3223 0.019
C -3.0695 -1.0767 2.4463 -0.135
C -2.1896 -2.1600 3.0066 -0.075
N -1.6481 -3.1256 2.0021 -0.047
C -0.3891 -2.9833 1.5298 0.021
C 0.1445 -3.8996 0.6508 0.041
C -0.6416 -4.9875 0.2173 -0.175
N -0.1602 -5.8994 -0.7052 -0.059
C -1.1427 -6.5644 -1.5578 -0.124
C -0.5195 -7.6704 -2.4066 -0.173
O 0.7154 -7.2849 -3.0132 -0.127
C 1.6684 -6.8511 -2.0394 -0.173
C 1.1667 -5.6481 -1.2520 -0.141
C -1.9281 -5.1390 0.7771 0.045
C -2.4133 -4.1762 1.6343 -0.014
C -3.2928 0.0666 3.3602 -0.364
C -2.1348 0.5276 4.2039 0.000
O -4.4099 0.5767 3.5227 0.088
C -4.2695 1.1243 0.5595 0.003
C -4.8706 1.9912 -0.3343 0.009
H -7.0746 4.0815 -2.7716 0.091
H -6.6279 3.9912 -1.0352 0.101
H -5.3480 4.1208 -2.2858 0.097
H -6.3980 -0.2928 -2.3775 0.116
H -5.3654 -1.8411 -0.7199 0.107
H -3.8935 -2.2660 0.9445 0.096
H -1.3276 -1.7149 3.5133 0.111
H -2.7504 -2.7423 3.7613 0.151
H 0.1599 -2.1174 1.8968 0.155
H 1.1575 -3.7276 0.2993 0.114
H -1.9231 -7.0196 -0.9377 0.115
H -1.6230 -5.8423 -2.2494 0.147
H -0.3756 -8.5590 -1.7586 0.133
H -1.1776 -7.8966 -3.2596 0.138
H 1.9095 -7.6585 -1.3180 0.136
H 2.5480 -6.5646 -2.6344 0.138
H 1.1637 -4.7705 -1.9284 0.147
H 1.8710 -5.4677 -0.4301 0.128
H -2.5684 -5.9925 0.5725 0.118
H -3.4103 -4.2087 2.0754 0.155
H -1.1630 0.1476 3.8696 0.071
H -2.0728 1.6238 4.1690 0.099
H -2.3084 0.1848 5.2382 0.102
H -3.6632 1.5348 1.3583 0.121
H -4.7374 3.0667 -0.2106 0.118
C -8.1919 0.1139 5.2921 -0.087
C -7.7465 0.9566 4.1145 -0.226
O -6.7663 1.8908 4.6352 -0.053
C -5.8952 2.4858 3.7837 -0.527
C -4.8026 3.0227 4.6354 -0.158
N -4.1073 4.0569 4.3124 0.081
C -3.0884 4.6503 4.9297 -0.245
C -2.6857 5.9570 4.3822 -0.188
C -1.3475 6.4088 4.4304 -0.079
C -1.0381 7.7299 4.1027 -0.113
C -2.0550 8.6040 3.6930 -0.132
C -3.3789 8.1437 3.5959 -0.106
C -3.6789 6.8029 3.8605 -0.041
C -2.3827 4.0903 6.0960 -0.148
C -1.5973 4.9113 6.9508 -0.055
C -0.8444 4.3597 7.9850 -0.107
C -0.8688 2.9821 8.2222 -0.133
C -1.7133 2.1745 7.4569 -0.113
C -2.4785 2.7278 6.4335 -0.088
O -6.0158 2.5848 2.5800 0.056
H -8.9602 -0.5863 4.9513 0.068
H -7.3583 -0.4619 5.7182 0.075
H -8.6212 0.7303 6.0940 0.078
H -7.2738 0.3421 3.3366 0.116
H -8.5955 1.5263 3.7092 0.121
H -4.8661 2.6878 5.6811 0.111
H -0.5663 5.7217 4.7672 0.107
H -0.0060 8.0774 4.1934 0.092
H -1.8129 9.6442 3.4589 0.085
H -4.1868 8.8227 3.3225 0.090
H -4.6922 6.4104 3.7434 0.104
H -1.5770 5.9932 6.8042 0.106
H -0.2295 5.0074 8.6071 0.093
H -0.2543 2.5344 9.0013 0.083
H -1.8019 1.1072 7.6476 0.087
H -3.1559 2.0788 5.8851 0.052

=====

The winner here is version Q, beating the second structure by 35.6 kJ/mol.

=====

Version P
9
Properties=species:S:1:pos:R:3:lowdin_charge:R:1 method="wB97M-V/def2-TZVPD" orbital_gap_ev="6.96 / 6.96"
C 1.3504 -0.9793 -0.3250 -1.263
P -0.8270 1.3858 0.3368 0.201
S 1.9154 -2.4486 0.4757 0.572
S -1.0881 -0.6292 0.0906 0.128
I 2.5910 0.7437 -0.1043 0.750
H 1.1915 -1.1939 -1.4018 -0.031
H -2.3134 1.6684 0.3673 -0.107
H -0.6799 1.9089 -0.9816 -0.163
H 2.6447 -1.6645 1.4589 -0.087

=====

Version Q
9
Properties=species:S:1:pos:R:3:lowdin_charge:R:1 method="wB97M-V/def2-TZVPD" orbital_gap_ev="7.30 / 6.86"
C 1.6245 0.0965 -0.4100 -1.070
P 0.8515 2.9733 -0.0196 0.346
S -2.4940 -1.4826 -0.1577 0.412
S 2.2790 1.5900 0.0193 0.314
I 2.9044 -1.5640 -0.0033 0.693
H 0.6639 0.0320 -0.7251 -0.085
H -1.7936 -2.3462 0.5834 -0.236
H -0.2468 2.1441 0.3023 -0.205
H -3.7889 -1.4429 0.4106 -0.169

=====

The winner here is version P, beating the second structure by 31.4 kJ/mol.

=====

Version P
26
Properties=species:S:1:pos:R:3:lowdin_charge:R:1 method="wB97M-V/def2-TZVPD" charge=+1 orbital_gap_ev="7.65 / 7.66"
C 2.7961 -0.6276 -0.6280 -0.115
C 0.5431 -0.0636 0.1026 0.014
C -0.3998 1.3827 1.9360 0.000
C -1.9575 0.0920 0.3537 -0.003
C -0.6208 1.9976 -0.4821 -0.054
C 0.6672 -2.6996 -1.1551 -0.028
C -0.5577 0.8366 0.4605 -0.558
N 2.7884 -1.8861 -0.2498 0.032
N 1.7292 0.2610 -0.4976 0.153
N 1.7770 -2.6604 -0.1762 -0.104
H 3.7423 -0.2535 -0.7076 0.097
H 0.6314 -0.9847 0.6781 0.136
H 0.0531 0.5493 2.6265 0.127
H -1.3853 1.6522 2.3198 0.096
H 0.3236 2.1443 2.0054 0.065
H -2.0209 -0.6983 -0.3952 0.077
H -2.1637 -0.4986 1.2903 0.114
H -2.6098 0.8938 0.2560 0.060
H -1.5790 2.3825 -0.4097 0.069
H -0.5303 1.5184 -1.4721 0.102
H 0.2118 2.6989 -0.6684 0.105
H -0.2947 -2.0602 -0.9253 0.103
H 0.9127 -2.4958 -2.0977 0.039
H 0.3694 -3.8103 -1.1490 0.133
H 1.9841 1.1669 -0.8501 0.160
H 2.0434 -3.5406 0.3407 0.180

=====

Version Q
26
Properties=species:S:1:pos:R:3:lowdin_charge:R:1 method="wB97M-V/def2-TZVPD" charge=+1 orbital_gap_ev=8.41 smiles="CC(C)(C)[NH2+]C1=CCNN1"
C 1.6392 -0.1504 -1.5122 0.034
C 1.5008 -1.0232 -2.7184 -0.167
C 0.8837 -0.7421 -0.5692 -0.268
C -1.7662 -0.2193 1.0044 -0.042
C -0.6523 1.9284 0.2382 -0.049
C -0.4258 1.1833 2.5414 -0.041
C -0.5491 0.7010 1.1221 -0.544
N 0.1458 -1.8658 -1.0158 0.028
N 0.7112 -0.1864 0.7772 0.190
N 0.8122 -2.2037 -2.2430 -0.009
H 2.2048 0.7412 -1.3647 0.117
H 0.8506 -0.5660 -3.3817 0.090
H -2.0589 -0.8068 1.8658 0.080
H -1.6839 -0.9725 0.0906 0.110
H -2.6880 0.4058 0.6756 0.130
H 2.4280 -1.1990 -3.3229 0.140
H 0.1374 2.6335 0.2879 0.070
H -0.7823 1.8229 -0.9299 0.138
H 0.3151 0.5302 3.1517 0.128
H -1.3768 1.1461 3.1912 0.128
H -0.2364 2.2689 2.4761 0.089
H -0.0238 -2.5211 -0.3161 0.108
H 0.6102 -1.0852 1.2091 0.174
H 1.4151 0.4510 0.9086 0.140
H 0.1687 -2.7155 -2.7630 0.107
H -1.5793 2.4446 0.5971 0.118

=====

The winner here is version Q, beating the second structure by 12.5 kJ/mol.

=====

Version P
21
Properties=species:S:1:pos:R:3:lowdin_charge:R:1 method="wB97M-V/def2-TZVPD" charge=+1 orbital_gap_ev=11.55
C 0.1865 0.3581 0.0950 -0.137
C -1.7932 -1.1217 1.7182 -0.113
C -2.5416 -0.4971 0.5706 -0.107
C -1.1542 -0.9855 0.4007 -0.104
C 1.0430 -0.4966 -1.9984 -0.008
C 2.2842 1.1675 -0.6142 -0.005
N 1.1024 0.3360 -0.8185 -0.155
N 0.1738 1.1785 1.1226 0.201
H -1.5091 -0.5169 2.5637 0.102
H -2.0402 -2.1358 2.0001 0.120
H -3.3381 -1.0400 0.0863 0.112
H -2.7201 0.5669 0.6036 0.110
H -0.8896 -1.8168 -0.2269 0.114
H 0.0131 -0.6057 -2.3317 0.103
H 1.6171 -0.0224 -2.7920 0.102
H 1.4701 -1.4841 -1.8030 0.111
H 2.7628 0.8933 0.3310 0.111
H 2.9965 1.0070 -1.4182 0.103
H 2.0277 2.2298 -0.5911 0.107
H -0.5573 1.0940 1.8139 0.111
H 0.8661 1.8915 1.2884 0.121

=====

Version Q
21
Properties=species:S:1:pos:R:3:lowdin_charge:R:1 method="wB97M-V/def2-TZVPD" charge=+1 orbital_gap_ev=10.56 smiles="[H]/N=C/C(C)=C/[NH2+]CC"
C 3.1457 0.1205 0.6526 -0.109
C 0.2514 0.9510 0.4100 -0.100
C 1.4684 0.2696 0.1704 -0.067
C 1.4322 -0.7939 -0.9230 -0.068
C -2.2704 -0.8281 0.6844 -0.057
C -2.1680 0.5810 0.1561 -0.184
N 3.8742 0.7449 -0.1423 0.139
N -0.8437 0.9068 -0.4552 0.016
H 3.2526 -0.4890 1.5221 0.110
H 0.2535 1.8236 1.0442 0.125
H 1.4677 -0.3854 -1.8909 0.084
H 0.6431 -1.4412 -0.6764 0.067
H 2.4822 -1.1535 -0.8890 0.087
H -1.8561 -1.5170 0.0242 0.048
H -1.6309 -0.7941 1.5709 0.091
H -3.4045 -1.0633 0.7835 0.143
H -2.2372 1.2193 1.0522 0.135
H -2.9294 0.8400 -0.6222 0.149
H 4.8362 0.6821 -0.0875 0.050
H -0.8559 1.6946 -1.0971 0.198
H -0.6375 0.0670 -1.0081 0.145

=====

The winner here is version P, beating the second structure by 207.7 kJ/mol.